1.
Formula: C35H61AsN3O3Ti
Source: the OMol25 dataset
Level of theory: wB97M-V/def2-TZVPD

Geometry as XYZ:
```
104
Properties=species:S:1:pos:R:3:forces:R:3:lowdin_charge:R:1
Ti -0.0897 -0.2459 0.5091 -0.2 0.3 -0.8 1.062
C 3.1394 5.9833 3.2872 0.0 0.0 0.0 -0.044
C 3.0974 4.5730 3.8905 0.0 0.0 0.0 -0.556
C 2.6864 4.6610 5.3663 0.0 0.0 0.0 -0.042
C 4.5071 3.9837 3.8181 0.0 0.0 0.0 -0.068
C 2.0744 3.7245 3.1300 0.0 0.0 0.0 -0.154
C 2.4269 2.5179 2.5360 -0.1 0.1 0.0 0.046
C 1.4562 1.7860 1.8535 -0.3 0.4 0.2 -0.193
N 1.5365 0.5193 1.2833 0.0 0.0 0.3 -0.035
C 2.7078 -0.1131 0.8908 0.4 -0.5 -0.1 -0.193
C 4.0035 0.3743 0.7958 0.0 -0.1 0.0 0.036
C 5.0183 -0.4583 0.3175 0.0 0.0 0.0 -0.155
C 4.7080 -1.7597 -0.0615 -0.1 0.0 0.0 0.035
C 3.4063 -2.2832 -0.0296 0.2 0.2 0.1 -0.091
C 2.4304 -1.4189 0.4444 -0.3 -0.1 0.1 -0.253
O 1.0872 -1.7006 0.4641 0.1 0.0 -0.2 -0.219
C 3.0846 -3.7033 -0.4892 0.0 0.0 0.0 -0.529
C 2.4150 -4.4713 0.6570 -0.1 0.0 0.0 -0.035
C 4.3427 -4.4696 -0.9029 0.0 0.0 0.0 -0.059
C 2.1395 -3.6669 -1.6984 0.0 0.0 0.0 -0.041
C 6.4361 0.1097 0.2209 0.0 0.0 0.0 -0.555
C 7.4465 -0.9268 -0.2706 0.0 0.0 0.0 -0.064
C 6.8887 0.6003 1.6030 0.0 0.0 0.0 -0.040
C 6.4399 1.2887 -0.7626 0.0 0.0 0.0 -0.043
C 0.1356 2.2620 1.8026 0.1 -0.3 0.1 -0.265
O -0.7084 1.3798 1.2096 -0.1 -0.1 0.0 -0.220
C -0.2670 3.4440 2.4225 0.3 0.1 0.0 -0.092
C 0.7468 4.1585 3.0609 -0.1 0.0 -0.1 0.026
C -1.7222 3.8991 2.3953 0.0 0.0 0.0 -0.533
C -1.9258 5.2134 3.1505 0.0 0.0 0.0 -0.060
C -2.6081 2.8320 3.0581 0.0 0.0 0.0 -0.044
C -2.1668 4.1100 0.9409 0.0 0.0 0.0 -0.034
H 3.8935 6.5865 3.7959 0.0 0.0 0.0 0.087
H 2.1833 6.4977 3.3854 0.0 0.0 0.0 0.078
H 3.3927 5.9446 2.2262 0.0 0.0 0.0 0.092
H 3.3928 5.2808 5.9215 0.0 0.0 0.0 0.088
H 2.6704 3.6697 5.8231 0.0 0.0 0.0 0.090
H 1.6948 5.1000 5.4803 0.0 0.0 0.0 0.078
H 5.2010 4.6356 4.3498 0.0 0.0 0.0 0.089
H 4.8580 3.8999 2.7870 0.0 0.0 0.0 0.084
H 4.5640 2.9979 4.2838 0.0 0.0 0.0 0.086
H 3.4256 2.1353 2.6505 0.0 0.0 0.0 0.085
H 4.2328 1.3922 1.0641 0.0 0.0 0.0 0.093
H 5.5022 -2.3944 -0.4188 0.0 0.0 0.0 0.085
H 3.0917 -4.5621 1.5083 0.0 0.0 0.0 0.096
H 2.1490 -5.4783 0.3283 0.0 0.0 0.0 0.090
H 1.5063 -3.9656 0.9844 0.0 0.0 0.0 0.052
H 5.0508 -4.5662 -0.0790 0.0 0.0 0.0 0.092
H 4.8524 -3.9916 -1.7410 0.0 0.0 0.0 0.090
H 4.0635 -5.4760 -1.2181 0.0 0.0 0.0 0.089
H 1.1913 -3.2001 -1.4361 0.0 0.0 0.0 0.053
H 1.9387 -4.6827 -2.0458 0.0 0.0 0.0 0.091
H 2.5921 -3.1152 -2.5266 0.0 0.0 0.0 0.094
H 7.4971 -1.7905 0.3942 0.0 0.0 0.0 0.090
H 8.4397 -0.4776 -0.3060 0.0 0.0 0.0 0.088
H 7.2101 -1.2786 -1.2765 0.0 0.0 0.0 0.088
H 6.8871 -0.2163 2.3268 0.0 0.0 0.0 0.093
H 6.2419 1.3910 1.9864 0.0 0.0 0.0 0.067
H 7.9018 1.0025 1.5460 0.0 0.0 0.0 0.089
H 6.1144 0.9684 -1.7541 0.0 0.0 0.0 0.089
H 7.4465 1.7014 -0.8535 0.0 0.0 0.0 0.088
H 5.7804 2.0923 -0.4316 0.0 0.0 0.0 0.076
H 0.4890 5.0880 3.5464 0.0 0.0 0.0 0.097
H -1.6550 5.1249 4.2038 0.0 0.0 0.0 0.090
H -2.9792 5.4931 3.1021 0.0 0.0 0.0 0.089
H -1.3479 6.0286 2.7133 0.0 0.0 0.0 0.090
H -2.2973 2.6688 4.0934 0.0 0.0 0.0 0.090
H -2.5599 1.8867 2.5158 0.0 0.0 0.0 0.063
H -3.6474 3.1664 3.0730 0.0 0.0 0.0 0.088
H -1.5501 4.8724 0.4616 0.0 0.0 0.0 0.093
H -3.2041 4.4493 0.9102 0.0 0.0 0.0 0.088
H -2.0903 3.1879 0.3659 0.0 0.0 0.0 0.069
N -1.2929 -1.1526 -1.3549 -0.3 -0.1 0.2 -0.022
C -1.0107 -1.4472 -2.7888 0.0 0.0 0.1 -0.207
C -0.7366 -0.1892 -3.6067 -0.1 0.1 0.0 -0.183
C 0.7221 0.2913 -3.5881 0.0 -0.1 0.0 -0.169
C 1.3534 0.1953 -2.2107 0.0 -0.1 0.1 -0.197
N 0.5352 0.9044 -1.1881 0.0 0.3 -0.3 -0.007
H -1.4863 -2.0320 -0.8792 0.0 0.0 0.0 0.085
H -2.1889 -0.6663 -1.3100 0.0 0.0 0.0 0.106
H -1.8636 -1.9824 -3.2120 0.0 0.0 0.0 0.122
H -0.1572 -2.1249 -2.8278 0.0 0.0 0.0 0.105
H -1.4154 0.6045 -3.2706 0.0 0.0 0.0 0.111
H -1.0315 -0.3729 -4.6400 0.0 0.0 0.0 0.119
H 0.7788 1.3131 -3.9698 0.0 0.0 0.0 0.120
H 1.3149 -0.3257 -4.2667 0.0 0.0 0.0 0.123
H 2.3702 0.5847 -2.1849 0.0 0.1 -0.1 0.134
H 1.4253 -0.8517 -1.9167 0.0 0.0 0.0 0.082
H -0.3223 1.2275 -1.6270 0.0 0.1 0.0 0.093
H 1.0069 1.7352 -0.8395 0.0 0.0 0.0 0.119
C -3.3155 -1.6799 3.6648 0.0 0.0 0.0 -0.176
As -1.5566 -1.6841 2.9193 0.1 0.2 -0.1 1.077
C -0.7950 -3.4399 2.9566 -0.1 0.0 0.1 -0.173
C -0.4467 -0.4853 3.9166 -0.1 -0.1 0.2 -0.160
O -1.6639 -1.1775 1.3008 0.3 -0.2 0.3 -0.550
H -3.2675 -2.0195 4.6989 0.0 0.0 0.0 0.053
H -3.9562 -2.3442 3.0876 0.0 0.0 0.0 0.053
H -3.7087 -0.6654 3.6274 0.0 0.0 0.0 0.048
H -1.1204 -3.9588 3.8580 0.0 0.0 0.0 0.051
H 0.2899 -3.3570 2.9412 0.0 0.0 0.0 0.040
H -1.1281 -3.9874 2.0768 0.0 0.0 0.0 0.055
H -0.5453 -0.7476 4.9720 0.1 0.0 0.0 0.059
H -0.7798 0.5398 3.7582 0.0 0.0 0.0 0.037
H 0.5919 -0.5846 3.6035 0.0 0.0 -0.1 0.051
```
Forces are in eV/Å.

Results
multiplicity = 1
E_tot = -131852.6543 eV
gap between HOMO and LUMO = 7.286 eV
ΔE to the lowest compared entry with this formula, charge and spin = 6.0 kcal/mol
maximum force = 0.84 eV/A
LUMO = -2.19 eV
total charge = +1

***

2.
Formula: C17H32BrN2O9
Source: the OMol25 dataset
Level of theory: wB97M-V/def2-TZVPD

Geometry as XYZ:
```
61
Properties=species:S:1:pos:R:3:forces:R:3:lowdin_charge:R:1
N -2.5866 -1.3053 4.2974 0.8 -0.5 -0.4 0.056
C -2.6141 -1.6351 2.8676 -1.4 1.4 1.3 -0.334
C -3.5658 -0.6297 2.1299 -0.5 -0.9 -0.6 -0.591
Br -3.2716 1.2482 2.6986 0.1 -0.5 -0.4 0.799
O -3.5557 -0.7757 0.7279 0.3 -0.3 1.0 -0.069
C -2.6530 -1.7765 0.2695 1.2 0.1 -1.1 -0.342
O -2.5853 -1.6373 -1.1273 -0.3 -0.6 1.0 0.050
C -1.1921 -1.4746 0.8185 -1.6 0.3 -2.5 -0.139
C -0.7867 -0.0728 0.2970 2.9 0.4 1.5 -0.050
C 0.7202 0.2587 0.8025 -0.6 2.1 -1.3 -0.259
C 1.3232 1.5692 0.2022 -0.6 -3.6 1.3 -0.016
O 1.7464 0.1865 -0.1897 -1.0 0.8 0.9 -0.079
N -1.2250 -1.5626 2.3197 0.1 0.2 0.7 0.001
C -0.2995 -2.5967 2.8932 0.4 -0.2 -0.1 0.018
C -0.5002 -4.0388 2.3686 -1.3 0.6 0.2 -0.482
O 0.4198 -4.7446 2.4094 2.4 -1.3 0.0 0.215
O -1.6967 -4.5388 1.8887 -0.4 1.1 0.6 0.086
H -1.9254 -0.5520 4.4839 -0.3 0.0 0.0 0.073
H -3.5001 -0.9719 4.5975 0.2 -0.2 0.0 0.090
H -3.0499 -2.6435 2.8058 0.5 0.4 -0.6 0.154
H -4.5975 -0.8613 2.4616 0.6 0.3 0.1 0.124
H -2.9797 -2.8180 0.4597 0.0 0.6 0.6 0.161
H -3.2556 -2.2628 -1.4455 0.3 0.4 -0.5 0.125
H -0.5051 -2.2038 0.3478 -0.3 0.1 0.8 0.171
H -1.4101 0.7574 0.6668 -0.1 -0.6 -0.2 0.085
H -0.6822 -0.0119 -0.7967 -0.5 -0.4 0.4 0.142
H 0.9726 0.0183 1.8693 0.1 0.0 -1.0 0.133
H 0.6362 2.0315 -0.5158 0.7 0.2 0.2 0.123
H 2.0703 2.1022 0.8110 -0.7 -0.4 -0.9 0.090
H -0.8715 -0.6523 2.6592 -0.1 -0.2 -0.2 0.158
H 0.7300 -2.2834 2.6301 -0.6 -0.3 -0.1 0.155
H -0.3235 -2.6178 4.0002 -0.5 0.2 -0.6 0.157
H -2.3241 -4.6290 2.6291 0.1 -0.1 -0.3 0.131
O 2.2678 3.9381 0.9072 0.0 1.0 0.1 0.047
C 2.5136 4.9619 0.3121 0.2 -0.1 -0.3 -0.500
O 1.6214 5.9575 0.3228 -0.2 -0.1 0.4 0.012
C 1.8873 7.2788 -0.1734 0.0 0.2 -0.3 -0.223
C 1.6304 7.3701 -1.6629 0.0 -0.2 -0.1 -0.061
C 3.7630 5.0983 -0.5185 0.4 0.2 0.4 0.023
H 2.8929 7.6025 0.0987 0.0 -0.1 0.0 0.116
H 1.1983 7.9383 0.3531 0.0 -0.2 0.1 0.125
H 2.2930 6.7120 -2.2265 0.1 0.1 0.0 0.069
H 1.7782 8.3915 -2.0149 0.0 0.0 0.0 0.086
H 0.6084 7.0641 -1.8909 0.0 0.1 0.1 0.085
H 3.5831 4.6721 -1.5055 0.0 0.0 0.0 0.102
H 4.5621 4.5432 -0.0300 -0.1 -0.2 -0.1 0.096
H 4.1142 6.1219 -0.6198 -0.1 0.0 -0.2 0.074
O 0.6961 -1.0976 -4.8578 -0.2 -0.3 0.0 0.116
C 0.8194 -2.0742 -4.1713 0.2 0.4 0.3 -0.531
O -0.0160 -3.1161 -4.3298 -0.3 -0.2 -0.6 0.002
C 0.1757 -4.3912 -3.7151 0.0 0.0 0.2 -0.226
C -0.3832 -4.3959 -2.3087 -0.1 0.0 0.2 -0.068
C 1.8211 -2.1260 -3.0516 0.6 -0.2 -0.1 0.014
H 1.2226 -4.6973 -3.7419 0.0 0.1 0.0 0.119
H -0.3685 -5.1036 -4.3347 0.0 0.2 -0.1 0.127
H 0.1366 -3.6796 -1.6691 0.1 -0.1 0.0 0.053
H -0.2954 -5.3872 -1.8606 0.0 0.0 0.0 0.086
H -1.4358 -4.1074 -2.3223 0.0 -0.1 -0.1 0.072
H 1.3822 -1.6604 -2.1682 0.1 0.0 0.0 0.073
H 2.7024 -1.5617 -3.3502 -0.2 0.2 0.1 0.099
H 2.1671 -3.1282 -2.8079 -0.1 0.0 0.1 0.073
```
Forces are in eV/Å.

Results
multiplicity = 1
E_tot = -109588.5785 eV
gap between HOMO and LUMO = 9.076 eV
maximum force = 3.84 eV/A
LUMO = -2.86 eV
total charge = +1

***

3.
Formula: C2H6N2OS
Source: the OMol25 dataset
Level of theory: wB97M-V/def2-TZVPD

Geometry as XYZ:
```
12
Properties=species:S:1:pos:R:3:forces:R:3:lowdin_charge:R:1
C 2.0127 -0.8246 0.0726 -0.8 -0.4 1.7 -0.099
O 0.6859 -0.3790 -0.1751 0.1 0.0 0.0 -0.266
N 0.5462 0.9163 0.3071 -0.7 0.4 -0.5 0.023
C -0.6564 1.3344 0.1476 1.2 1.1 0.9 -0.314
N -1.7621 0.6797 -0.3035 -1.1 -1.2 -0.2 -0.380
S -2.2814 -0.8825 0.2576 0.4 0.3 -0.2 0.744
H 1.9546 -1.8714 -0.2182 0.5 0.0 -0.1 0.080
H 2.1865 -0.7774 1.1950 0.1 0.0 -1.3 0.100
H 2.7569 -0.2612 -0.4815 0.1 0.1 0.0 0.075
H -0.8173 2.4056 0.3842 0.2 -0.8 0.0 0.128
H -2.5844 1.2510 -0.3203 0.0 0.4 -0.2 0.050
H -2.0412 -1.5910 -0.8655 0.1 0.2 0.1 -0.141
```
Forces are in eV/Å.

Results
multiplicity = 1
E_tot = -18031.4879 eV
gap between HOMO and LUMO = 9.375 eV
SMILES = CO/N=C\NS
ΔE to the lowest compared entry with this formula, charge and spin = 76.5 kcal/mol
maximum force = 1.89 eV/A
LUMO = 0.75 eV